# 1
The following is a quantum chemistry calculation of a cluster of 4 separate species, C3H14NO3S in total in a non-equilibrium geometry, from OMol25.

Kohn-Sham gap ... 7.29 eV
Total charge ... -1
Energy ... -21806.8180 eV

Geometry (Å):
1 S -1.9257 -0.4822 0.2006
2 O -2.4582 1.8437 2.1366
3 O 0.4342 2.0626 1.7511
4 O 2.6244 2.5207 3.1185
5 N 0.8965 -1.3044 -1.3237
6 C -1.2141 -0.0813 -1.4836
7 C 1.6110 -2.5870 -1.4409
8 C -0.4068 -1.3101 -2.0087
9 H -0.0129 1.2180 1.5286
10 H 2.6601 -2.2978 -1.2773
11 H -0.4321 2.5761 1.8208
12 H 0.6839 -1.2290 -0.3440
13 H 1.6233 -2.9518 -2.5138
14 H -0.4899 -1.1051 -3.0896
15 H -2.0101 0.1408 -2.2266
16 H -3.4115 1.7736 2.0027
17 H -0.9299 -2.2600 -1.9954
18 H -0.5453 0.7970 -1.3668
19 H 1.2996 -3.2921 -0.7077
20 H 2.0941 1.6873 3.0370
21 H -2.1673 1.1072 1.5015
22 H 2.0766 3.1737 2.6808

=====

# 2
The following is a quantum chemistry calculation of a structure of composition C35H25ClFN6OSTi, from OMol25.

Kohn-Sham gap (spin up / spin down) ... 5.77 / 5.77 eV
Multiplicity ... 2
Total charge ... 0
Energy ... -96881.3703 eV

Geometry (Å):
1 Ti 0.2248 -0.2171 0.0142
2 Cl 4.4103 -1.3941 5.9575
3 S 1.1253 1.9276 0.7233
4 F -3.8278 -5.5580 0.3741
5 O 0.2364 -0.8686 1.8832
6 N 0.7861 1.9757 -1.9617
7 N 2.4437 3.3422 -1.1381
8 N 0.6132 -1.6134 -1.8800
9 N -0.1474 1.0027 -1.5553
10 N -2.0813 -0.2711 -0.1874
11 N 2.2781 -0.9116 0.0108
12 C 2.3157 -1.5701 -3.6129
13 C -3.9156 -1.9665 0.0358
14 C -0.9609 1.5232 -4.5070
15 C 1.4273 2.4255 -0.9409
16 C -2.0576 -4.0258 0.2071
17 C -0.2607 -2.0114 -2.7728
18 C 0.0678 -2.2301 -4.1276
19 C -1.6002 1.8740 -3.3203
20 C -4.5122 1.1156 -0.6239
21 C -1.1721 2.2608 -5.6593
22 C -2.0073 3.3713 -5.6309
23 C 1.9044 -1.4146 -2.2818
24 C 3.0049 -1.1617 1.0439
25 C 2.8345 -1.0091 -1.2891
26 C -3.8410 1.1761 0.6603
27 C -2.6726 0.5560 0.8651
28 C -3.4071 -4.2838 0.2450
29 C -1.6450 -2.7055 0.0647
30 C 0.8833 -0.9150 4.1413
31 C -2.6259 3.7382 -4.4464
32 C 3.1960 -1.2216 4.7234
33 C -2.5564 -1.6623 -0.0433
34 C -1.3639 1.0548 -2.0999
35 C 1.3455 -1.9972 -4.5477
36 C -3.7839 0.7386 -1.6973
37 C 3.5427 -1.2652 3.4020
38 C 4.1188 -0.6967 -1.6361
39 C 4.5292 -0.8432 -2.9804
40 C -2.4275 2.9892 -3.2938
41 C 2.5600 -1.1137 2.4047
42 C -2.4012 0.3555 -1.5002
43 C 3.6624 -1.2765 -3.9408
44 C 1.1961 -0.9500 2.7617
45 C -4.3458 -3.2747 0.1674
46 C 1.8616 -1.0406 5.0951
47 H -2.9042 3.2758 -2.3657
48 H 3.9855 -1.3822 -4.9694
49 H -2.1672 3.9530 -6.5302
50 H 4.5782 -1.4054 3.1174
51 H -4.6457 -1.1740 -0.0022
52 H 4.8125 -0.3197 -0.8970
53 H 1.6079 -1.0070 6.1471
54 H -0.1542 -0.7869 4.4182
55 H -5.5418 1.4345 -0.7149
56 H 4.0500 -1.4384 0.8964
57 H -1.2804 -2.1427 -2.4351
58 H -4.1865 0.8102 -2.7012
59 H -5.3991 -3.5155 0.2224
60 H 1.6248 -2.1320 -5.5862
61 H -0.2878 0.6734 -4.5145
62 H 2.6506 3.9241 -0.3439
63 H -1.3456 -4.8346 0.2966
64 H -3.2662 4.6109 -4.4160
65 H 2.3759 3.8340 -2.0173
66 H -0.5784 -2.5425 0.0467
67 H 5.5482 -0.5919 -3.2441
68 H -2.1221 0.5826 1.7965
69 H -0.6782 1.9769 -6.5803
70 H -0.7017 -2.5575 -4.8124
71 H -4.2682 1.7547 1.4700

=====

# 3
The following is a quantum chemistry calculation of a cluster of 2 separate species, C8H14N4 in total in a non-equilibrium geometry, from OMol25.

Structure (SMILES) ... C=C/C(C)=N\N.C#CC/C=N/N
Kohn-Sham gap ... 9.31 eV
Total charge ... 0
Energy ... -14478.4275 eV

Geometry (Å):
1 N -3.6965 2.5301 0.1525
2 N 4.0597 0.7700 -0.2378
3 N -3.9488 1.2109 -0.1550
4 N 3.8992 0.9579 -1.6047
5 C -2.2929 -1.8477 -0.3737
6 C 0.9924 -1.1009 0.3235
7 C 3.1115 0.1939 0.4021
8 C -3.1829 0.3348 0.3450
9 C -3.4634 -1.1321 0.1144
10 C -1.3050 -2.4314 -0.7685
11 C 3.3132 -0.0123 1.8794
12 C 1.8437 -0.2376 -0.2177
13 H -2.6951 2.7345 0.3436
14 H 3.3508 -1.0895 2.1257
15 H 4.8042 1.2099 -1.9789
16 H -4.2884 -1.2072 -0.6005
17 H -4.0390 3.1301 -0.5983
18 H 1.1938 -1.6059 1.2738
19 H 3.5421 0.1236 -2.0748
20 H -3.8094 -1.5930 1.0592
21 H -0.4574 -2.9472 -1.1103
22 H 4.2654 0.4448 2.1801
23 H 2.4975 0.4269 2.4436
24 H 1.5885 0.2399 -1.1728
25 H 0.0662 -1.3485 -0.1582
26 H -2.3142 0.5987 0.9561

=====

# 4
The following is a quantum chemistry calculation of a cluster of 2 separate species, C3H10N2O2 in total in a non-equilibrium geometry, from OMol25.

Structure (SMILES) ... CC=O.NCON
Kohn-Sham gap ... 10.80 eV
Total charge ... 0
Energy ... -10346.0727 eV

Geometry (Å):
1 O -1.3030 0.8693 0.1665
2 O 1.0265 -1.1484 1.6198
3 N -1.6969 0.3863 -1.1510
4 N 0.3241 2.1743 1.2980
5 C 1.2646 -1.9601 -0.6350
6 C 0.5357 -1.7178 0.6527
7 C -0.0005 1.6347 0.0095
8 H -0.1987 2.4376 -0.7064
9 H -2.4763 1.0089 -1.3745
10 H -0.5401 2.5440 1.6928
11 H 0.6978 -1.5392 -1.4687
12 H 2.2509 -1.4913 -0.5968
13 H 0.6012 1.4004 1.9049
14 H -0.5269 -2.0784 0.6891
15 H 0.8155 1.0245 -0.3855
16 H -2.1264 -0.5086 -0.9138
17 H 1.3525 -3.0363 -0.8016

=====

# 5
The following is a quantum chemistry calculation of a structure of composition C29H36N3O8Re in a non-equilibrium geometry, from OMol25.

Kohn-Sham gap (spin up / spin down) ... 6.53 / 6.88 eV
Multiplicity ... 2
Total charge ... +1
Energy ... -53629.8955 eV

Geometry (Å):
1 Re 0.1020 -0.0216 0.6622
2 O -0.4920 1.4618 -0.5504
3 O -0.8182 3.6293 -0.0914
4 O 4.2497 6.6689 2.2940
5 O -5.3959 4.5659 -2.2654
6 O -6.2888 2.5242 -2.8643
7 O 3.8504 5.2872 0.6912
8 O 2.1791 0.1637 3.0688
9 O 0.7768 1.4705 1.8988
10 N 2.2407 -0.1985 0.2767
11 N 3.8736 5.6021 1.8636
12 N -0.0206 -0.7553 -1.7497
13 C 3.4279 4.5908 2.8415
14 C -2.9427 -2.1689 -0.5834
15 C -3.4147 0.0462 1.6357
16 C 2.7448 2.6128 4.6226
17 C -2.1742 -0.7650 1.4398
18 C -0.1794 -3.5818 0.0100
19 C -1.1353 -0.2260 3.7593
20 C -6.5293 3.9395 -2.8666
21 C -3.2874 3.6759 -1.3798
22 C 3.2302 -0.3769 -1.9758
23 C -1.9657 -1.7475 0.4642
24 C 0.8262 -2.5857 2.7792
25 C -3.1198 1.2605 -1.5379
26 C -0.1950 -1.8736 1.9384
27 C 2.3644 2.5122 3.2891
28 C 3.4424 3.7271 5.0606
29 C 3.7997 4.7243 4.1645
30 C 0.9183 -0.6719 -2.9038
31 C -4.5180 3.5719 -1.9607
32 C -1.1102 -0.8609 2.3976
33 C -0.7381 -2.4075 0.7447
34 C -4.3856 1.1672 -2.1271
35 C -2.5756 2.4821 -1.1729
36 C -5.0586 2.3455 -2.3253
37 C 2.6957 3.5130 2.3878
38 C 2.8338 -1.1254 -0.7184
39 C 2.0421 0.3119 -2.6377
40 C 1.7423 1.2649 2.7580
41 C -1.2304 2.5940 -0.5347
42 H 4.0051 0.3595 -1.7445
43 H 0.3305 -3.3716 3.3548
44 H 1.5918 -3.0564 2.1609
45 H -0.4677 -3.5830 -1.0416
46 H 2.5634 0.7487 0.0789
47 H -2.8556 4.6197 -1.0770
48 H 2.4938 1.8150 5.3097
49 H 2.3724 0.7705 -3.5692
50 H -0.5570 -4.5040 0.4591
51 H 2.0973 -1.8957 -0.9408
52 H -4.1582 -0.5641 2.1555
53 H 3.7330 3.8081 6.0990
54 H 0.3634 -0.3765 -3.7945
55 H -2.5498 -2.0633 -1.5988
56 H 2.5818 -0.4172 1.2178
57 H 0.9065 -3.6079 0.0748
58 H -0.6172 -0.8544 4.4817
59 H 3.6751 -1.0981 -2.6654
60 H -6.6437 4.2868 -3.8922
61 H -0.6632 0.7559 3.7623
62 H 3.7088 -1.6101 -0.2866
63 H -2.5597 0.3543 -1.3489
64 H 1.6539 1.1200 -2.0098
65 H 1.3313 -1.6643 -3.0975
66 H -0.6423 -1.5427 -1.8916
67 H 1.3152 -1.9022 3.4653
68 H -4.8223 0.2201 -2.4161
69 H -3.8478 0.3761 0.6929
70 H -7.4232 4.1577 -2.2858
71 H -3.2159 0.9267 2.2437
72 H -2.1651 -0.0906 4.0871
73 H -3.1756 -3.2268 -0.4466
74 H -0.5832 0.0955 -1.7837
75 H 2.3956 3.4618 1.3503
76 H 4.3648 5.5925 4.4726
77 H -3.8662 -1.5977 -0.5182

=====

# 6
The following is a quantum chemistry calculation of a structure of composition C28H48BrN3O10PS2 in a non-equilibrium geometry, from OMol25.

Kohn-Sham gap ... 6.14 eV
Total charge ... +1
Energy ... -155728.1147 eV

Geometry (Å):
1 Br 5.5578 -1.8035 3.8793
2 S 5.0808 -5.7475 -0.2527
3 S -3.1609 -0.3225 -1.1902
4 P 2.0015 -3.7333 2.2014
5 O 0.6321 -4.4956 2.5420
6 O 1.4701 -2.8800 -1.5350
7 O 5.4972 0.6675 2.4143
8 O -4.4903 0.9331 -4.4053
9 O 3.2800 1.6116 -1.6302
10 O -6.1082 1.3772 -1.1308
11 O -4.0042 1.4566 2.6979
12 O 2.0683 -4.2059 -3.0330
13 O -6.0630 -2.0814 -2.3956
14 O -2.1190 2.0620 4.0530
15 N -0.0930 -0.3290 -1.1458
16 N 1.0754 -3.8327 -2.4043
17 N 1.7633 -2.4228 0.9532
18 C 3.1202 -0.5399 2.3458
19 C -2.3930 -0.5077 3.8322
20 C 0.3030 2.8203 -1.6287
21 C 3.0033 1.3023 -0.1872
22 C 0.5170 -1.5194 1.1124
23 C -1.4157 6.7866 0.6078
24 C -2.8481 1.0383 3.5305
25 C -6.4574 -3.2082 -1.6344
26 C 2.8678 -1.3357 0.8957
27 C -1.4565 -0.3876 -1.1142
28 C 4.2053 -1.6745 -0.0306
29 C -0.1729 -1.3039 2.5705
30 C -0.8029 3.9335 0.6683
31 C -0.1918 2.5722 -0.0953
32 C -5.7737 2.6048 -0.5098
33 C 0.2387 4.2637 -2.4511
34 C -1.8474 -1.3220 2.4854
35 C 4.6994 -0.3515 2.7312
36 C -3.7806 0.2469 -5.4202
37 C 5.5480 -3.9754 -0.6767
38 C 1.7323 -3.4251 -0.2245
39 C 5.1475 -2.8838 0.5265
40 C -0.3565 5.5958 -1.7001
41 C 0.5422 -0.1056 0.2033
42 C 2.1954 -0.1285 -0.0546
43 C -0.1426 1.2367 0.8164
44 C -0.8637 5.3943 -0.1352
45 C 3.7547 3.0330 -1.5575
46 H 6.1980 -2.4062 0.8352
47 H -2.2602 -0.8269 1.5119
48 H -4.4612 -0.4206 -5.9544
49 H -4.4777 2.1800 3.2444
50 H 4.7663 -3.4385 1.4808
51 H 2.5277 -3.2733 3.4462
52 H 0.6483 4.2890 -3.5582
53 H 0.0999 -0.2704 3.1057
54 H 3.9090 -1.9596 -1.1519
55 H -5.2985 3.2655 -1.2390
56 H -5.0946 2.4183 0.3258
57 H -1.0304 6.7141 1.7132
58 H 4.1957 3.4055 -2.5916
59 H -3.3175 -1.0501 4.3460
60 H 4.9225 -0.7285 -0.1571
61 H -4.8462 0.2601 -3.8005
62 H -2.2589 -2.4363 2.5774
63 H 0.7599 1.9184 -2.2161
64 H 4.3558 -6.1810 -1.4093
65 H -3.3662 0.9769 -6.1194
66 H 4.0940 1.2229 0.2945
67 H -1.2495 1.0825 1.2388
68 H 0.9077 -4.2675 -0.0303
69 H -7.0824 -2.8839 -0.7987
70 H 2.5014 2.2000 0.3828
71 H -0.7784 7.6614 0.1037
72 H -1.1788 3.8847 1.7783
73 H -2.9666 -0.3280 -4.9719
74 H 0.0489 -2.1071 3.3918
75 H 2.6384 -1.1316 3.2651
76 H -0.3621 6.6125 -2.2779
77 H 6.7349 -3.9777 -0.8063
78 H -2.5716 6.9351 0.4969
79 H -7.0293 -3.8856 -2.2729
80 H 2.7545 -4.0376 -0.3036
81 H -5.5702 -3.7252 -1.2606
82 H 2.8976 3.7837 -1.2766
83 H 0.4925 1.5145 1.7905
84 H 2.5404 0.5037 2.3899
85 H -5.5580 -1.4989 -1.8031
86 H 5.1168 -3.6811 -1.7236
87 H 4.5656 3.1057 -0.6930
88 H 2.1938 -0.4335 -1.2103
89 H -6.6868 3.0744 -0.1366
90 H -1.5320 -0.4436 4.6545
91 H -0.2812 -2.2359 0.5851
92 H -5.2789 0.9840 -1.4518
93 H 2.9076 -4.7774 1.7319

=====

# 7
The following is a quantum chemistry calculation of the molecule C3H5NO3, from OMol25.

Structure (SMILES) ... O=CNCC(=O)O
Kohn-Sham gap ... 10.67 eV
Total charge ... 0
Energy ... -10824.7855 eV

Geometry (Å):
1 O -1.1947 0.6748 2.3976
2 O 2.0378 0.1215 -0.2842
3 O 0.9064 1.2101 -1.8912
4 N -0.4560 -0.6451 0.7098
5 C -0.2235 -0.5551 -0.7104
6 C -1.3815 0.1575 1.3282
7 C 0.9357 0.3499 -1.0659
8 H -0.0746 -1.5658 -1.1068
9 H -1.0543 -0.1456 -1.2712
10 H 0.3758 -0.7830 1.2696
11 H -2.3109 0.1960 0.7418
12 H 2.4397 0.9849 -0.1174

=====

# 8
The following is a quantum chemistry calculation of the molecule C4H7NO2S in a non-equilibrium geometry, from OMol25.

Structure (SMILES) ... CO/C=C\N(S)C=O
Kohn-Sham gap ... 8.93 eV
Total charge ... 0
Energy ... -20676.4703 eV

Geometry (Å):
1 S 0.9866 1.9456 -0.3141
2 O -1.1870 -0.3480 0.4608
3 O 3.4829 -0.9993 0.0607
4 N 1.3461 0.3092 0.3745
5 C 2.7842 0.0309 0.4270
6 C -0.5872 -1.1280 -0.4147
7 C -2.5448 0.2113 0.1545
8 C 0.7471 -0.7380 -0.4938
9 H -0.1551 2.2418 0.6304
10 H 3.2615 0.8816 0.8476
11 H -0.9575 -1.9630 -0.9336
12 H -3.0652 -0.7530 -0.3743
13 H -3.0751 0.1991 1.3462
14 H -2.6620 1.2670 -0.4999
15 H 1.6255 -1.1571 -1.2714